Record 1
Below is a cluster of 10 separate species, C52H110F12N6O20 in total in a non-equilibrium geometry, with properties calculated with ωB97M-V/def2-TZVPD.

CARTESIAN COORDINATES (ANGSTROEM)
1 C -6.7258 0.4535 -6.4179
2 O -6.2355 1.3741 -5.4668
3 C -6.5614 1.0723 -4.1324
4 C -5.5100 0.1758 -3.5683
5 N -4.2220 0.7454 -3.6106
6 C -3.1590 -0.1586 -3.2695
7 C -1.8743 0.4842 -3.6333
8 O -1.9199 0.8924 -4.9739
9 C -0.7624 1.5574 -5.2870
10 H -6.1101 -0.4845 -6.5120
11 H -6.7618 0.9230 -7.4145
12 H -7.7425 0.0934 -6.2140
13 H -7.5478 0.6215 -4.0335
14 H -6.6118 2.0113 -3.6051
15 H -5.5706 -0.7553 -4.1733
16 H -5.8326 -0.0378 -2.5637
17 H -4.0222 1.0859 -4.5353
18 H -3.2052 -1.1369 -3.8154
19 H -3.2261 -0.4873 -2.2052
20 H -0.9979 -0.1706 -3.4559
21 H -1.7024 1.3371 -2.9674
22 H 0.0910 0.8828 -5.2465
23 H -0.5704 2.2558 -4.4741
24 H -0.8323 2.0121 -6.2809
25 C -3.3745 -3.1844 3.5510
26 O -2.3697 -3.2119 2.6470
27 C -1.8154 -1.8776 2.4032
28 C -2.7632 -0.9866 1.7106
29 N -3.4067 -0.1664 2.7312
30 C -4.4480 0.7609 2.2499
31 C -4.8109 1.8538 3.2864
32 O -3.6452 2.6962 3.4159
33 C -3.7230 3.6000 4.5390
34 H -3.1032 -2.6075 4.4603
35 H -3.7198 -4.1751 3.7878
36 H -4.3362 -2.7145 3.1977
37 H -0.9076 -2.1096 1.8127
38 H -1.4384 -1.4890 3.3516
39 H -3.5448 -1.5950 1.1883
40 H -2.2350 -0.4047 0.9211
41 H -2.6985 0.4706 3.0505
42 H -5.3602 0.2484 1.9376
43 H -4.2328 1.2718 1.3220
44 H -5.0465 1.4435 4.2676
45 H -5.6931 2.3895 2.9914
46 H -4.0764 3.0894 5.4367
47 H -4.4237 4.4080 4.3052
48 H -2.7374 3.9999 4.6659
49 C -4.3230 -2.6617 -8.8679
50 O -3.6444 -2.6144 -7.6467
51 C -2.3118 -2.9966 -7.8932
52 C -1.5071 -2.6549 -6.7195
53 N -1.9759 -3.4282 -5.5505
54 C -1.4075 -3.0902 -4.2733
55 C -2.3210 -3.7542 -3.2749
56 O -2.0254 -3.1524 -1.9890
57 C -2.7621 -3.8167 -1.0114
58 H -5.3931 -2.5383 -8.7942
59 H -4.0821 -3.5919 -9.3748
60 H -3.9503 -1.8318 -9.5360
61 H -1.9105 -2.4381 -8.7648
62 H -2.2091 -4.0571 -7.9948
63 H -1.5573 -1.6030 -6.5697
64 H -0.5171 -3.0418 -6.8852
65 H -3.0223 -3.3499 -5.5346
66 H -1.3500 -2.0455 -4.0790
67 H -0.4046 -3.4991 -4.3532
68 H -2.1953 -4.8454 -3.1548
69 H -3.3231 -3.5840 -3.6232
70 H -2.6803 -4.8668 -1.0850
71 H -3.8133 -3.5681 -1.0441
72 H -2.3484 -3.5005 -0.0624
73 C -2.4326 -5.3091 7.5695
74 O -1.8172 -4.8031 6.3886
75 C -0.4624 -4.5892 6.4974
76 C 0.1637 -4.0700 5.2092
77 N -0.0554 -4.9908 4.0656
78 C 0.6204 -4.5530 2.8541
79 C 2.1684 -4.5063 2.9347
80 O 2.6028 -3.3045 3.5939
81 C 3.9766 -3.2079 3.7859
82 H -1.9795 -6.2792 7.7701
83 H -3.5068 -5.4545 7.5032
84 H -2.2311 -4.5833 8.3620
85 H 0.0171 -5.5428 6.7180
86 H -0.1895 -3.9172 7.3331
87 H 1.2630 -3.9798 5.2790
88 H -0.2468 -3.0858 4.9063
89 H -1.0340 -4.8385 3.8305
90 H 0.2497 -3.6052 2.5710
91 H 0.3458 -5.2391 2.0990
92 H 2.5521 -4.4045 1.9144
93 H 2.5415 -5.4198 3.4240
94 H 4.2354 -2.1753 3.9874
95 H 4.5243 -3.5205 2.8812
96 H 4.3967 -3.8549 4.6322
97 C 2.1684 -3.2842 -2.6737
98 O 2.8299 -2.1547 -2.8053
99 C 2.5554 -1.4208 -3.9831
100 C 3.1444 -0.0052 -3.9783
101 N 2.4764 0.9306 -3.1040
102 C 3.0569 2.2824 -3.2161
103 C 2.6064 3.1085 -2.0679
104 O 2.9717 2.4535 -0.8710
105 C 2.5817 3.1461 0.2820
106 H 1.1109 -3.1689 -2.4989
107 H 2.5463 -3.8682 -1.8751
108 H 2.1549 -3.9340 -3.5810
109 H 1.4729 -1.3645 -4.1422
110 H 2.9410 -2.0291 -4.8988
111 H 3.0306 0.2805 -5.0305
112 H 4.2083 -0.0448 -3.8070
113 H 2.7390 0.6131 -2.1779
114 H 2.6564 2.8792 -4.0642
115 H 4.1447 2.3177 -3.2515
116 H 1.5176 3.2351 -2.0626
117 H 3.0636 4.0996 -2.1198
118 H 2.2842 2.4106 1.0256
119 H 1.7307 3.8096 0.1311
120 H 3.3771 3.7840 0.6039
121 C 1.9589 -0.1800 4.3741
122 O 1.1624 0.9526 4.4561
123 C 0.7381 1.4111 3.2112
124 C -0.4281 2.4169 3.4530
125 N -0.9992 2.9851 2.2414
126 C -0.6252 4.3826 1.8883
127 C -1.3964 5.4193 2.7285
128 O -1.0925 5.4001 4.0830
129 C -1.7666 6.3889 4.8346
130 H 2.7073 -0.1339 3.5779
131 H 1.4190 -1.0820 4.2039
132 H 2.4451 -0.2368 5.3379
133 H 0.3613 0.5766 2.6060
134 H 1.5241 1.8814 2.6225
135 H -0.0412 3.2035 4.1120
136 H -1.2982 2.0106 3.9695
137 H -1.9865 2.9976 2.3039
138 H -0.7801 4.5153 0.8271
139 H 0.4354 4.6643 2.0563
140 H -2.4662 5.3083 2.4849
141 H -1.1602 6.3973 2.2122
142 H -1.8604 7.3354 4.2851
143 H -1.1370 6.5462 5.7049
144 H -2.7317 6.0183 5.3105
145 C -4.3966 2.9832 -0.6406
146 C -4.3530 3.7474 -1.9616
147 O -3.6578 5.0270 -1.7928
148 C -2.3532 5.0706 -1.8664
149 O -1.5926 4.2044 -2.1162
150 C -1.8736 6.5124 -1.5539
151 F -1.9900 6.6719 -0.2027
152 F -0.5839 6.7217 -1.8641
153 F -2.6126 7.4969 -2.0995
154 H -5.0452 3.4414 0.1271
155 H -3.4072 2.9231 -0.1907
156 H -4.7677 1.9547 -0.8456
157 H -5.3537 4.1670 -2.1937
158 H -3.8808 3.1828 -2.7510
159 C 7.2195 -0.4459 3.3114
160 C 8.4742 -1.0894 2.6190
161 O 8.0733 -2.1444 1.5998
162 C 7.6952 -3.2936 2.0075
163 O 7.5879 -3.6082 3.1698
164 C 7.3114 -4.2700 0.8298
165 F 8.0556 -5.4521 1.0157
166 F 6.0561 -4.6408 0.8888
167 F 7.5906 -3.8221 -0.4077
168 H 7.5386 0.1857 4.1488
169 H 6.7232 -1.3319 3.6716
170 H 6.5656 0.1196 2.6357
171 H 9.0758 -1.5025 3.4193
172 H 9.0237 -0.4274 2.0100
173 C 7.3780 2.8551 -0.6146
174 C 6.0344 2.3883 -0.1516
175 O 5.9098 2.5591 1.3000
176 C 5.6083 3.7957 1.6757
177 O 5.5606 4.7788 0.9692
178 C 5.3897 3.8852 3.2098
179 F 4.1522 3.5714 3.5353
180 F 6.2178 3.1057 4.0163
181 F 5.6028 5.1254 3.6744
182 H 7.4673 2.7363 -1.7533
183 H 8.1102 2.2373 -0.2046
184 H 7.4151 3.9054 -0.3147
185 H 5.8701 1.3098 -0.2525
186 H 5.1786 2.8675 -0.5472
187 C -0.1813 0.8483 -0.8327
188 C 0.4145 -0.4712 -0.2760
189 O 1.8792 -0.2866 -0.0879
190 C 2.5670 -1.3599 0.2179
191 O 2.1148 -2.4571 0.2808
192 C 3.9928 -0.8625 0.4529
193 F 3.9892 0.1123 1.3393
194 F 4.6874 -1.9030 0.9736
195 F 4.6703 -0.4270 -0.6259
196 H 0.3301 1.0479 -1.7641
197 H 0.0263 1.6409 -0.0743
198 H -1.2546 0.7723 -0.9271
199 H 0.2693 -1.3363 -0.9692
200 H -0.0179 -0.7677 0.6613

The calculation puts the energy at -138199.9375 eV. Its SMILES is CCOC(=O)C(F)(F)F.CCOC(=O)C(F)(F)F.CCOC(=O)C(F)(F)F.CCOC(=O)C(F)(F)F.COCCNCCOC.COCCNCCOC.COCCNCCOC.COCCNCCOC.COCCNCCOC.COCCNCCOC. The charge is 0.

Results of the Mulliken charge analysis, in e, for atoms 1 through 5: -0.606, -0.359, -0.786, -0.567, 0.433



Record 2
Below is a cluster of 13 separate species, C52H111N2O30P3S7 in total in a non-equilibrium geometry, with properties calculated with ωB97M-V/def2-TZVPD.

CARTESIAN COORDINATES (ANGSTROEM)
1 N -15.0955 -30.9517 -4.7259
2 H -14.8367 -31.4178 -5.5838
3 H -15.4886 -31.6737 -4.1392
4 H -15.8532 -30.3277 -4.9639
5 H -14.2965 -30.5473 -4.2588
6 N -21.7443 -32.5732 -10.0449
7 H -21.4278 -32.6084 -11.0034
8 H -22.7253 -32.3823 -9.8990
9 H -21.0589 -31.9863 -9.5911
10 H -21.4955 -33.4660 -9.6434
11 C -19.2843 -30.3603 -6.5729
12 C -17.8830 -30.1834 -6.3292
13 C -16.9042 -30.7271 -7.4334
14 O -15.6829 -30.8914 -7.2259
15 C -17.4677 -30.9712 -8.7680
16 C -18.7862 -31.0558 -8.9111
17 C -19.7598 -30.7519 -7.7517
18 O -21.0838 -30.7853 -7.7623
19 O -19.1580 -31.0368 -10.1987
20 O -17.3455 -29.7682 -5.2585
21 H -19.9811 -30.0976 -5.7906
22 H -16.7597 -30.7604 -9.5558
23 C -12.0214 -34.2821 -9.1912
24 C -12.7189 -33.1745 -9.9118
25 C -13.8227 -32.5524 -9.0192
26 S -12.8317 -32.3521 -7.4508
27 O -13.5774 -32.7637 -6.2593
28 O -12.1120 -31.0764 -7.5320
29 C -11.6053 -33.6708 -7.8201
30 H -11.1005 -34.6275 -9.6612
31 H -12.6158 -35.1946 -9.1455
32 H -13.0225 -33.4822 -10.9124
33 H -12.0099 -32.3803 -10.1457
34 H -14.6634 -33.1333 -8.6398
35 H -14.1755 -31.5524 -9.2716
36 H -11.5414 -34.4010 -7.0134
37 H -10.6484 -33.1641 -7.9456
38 C -23.7705 -26.9415 -9.6018
39 C -25.2327 -27.1536 -10.1442
40 C -25.1827 -28.4064 -11.0066
41 S -24.1174 -29.6953 -10.0634
42 O -23.1959 -30.3736 -10.9376
43 O -25.0752 -30.4730 -9.2678
44 C -23.3758 -28.3239 -8.9908
45 H -23.7753 -26.1315 -8.8725
46 H -23.0880 -26.5351 -10.3482
47 H -25.6527 -26.2616 -10.6090
48 H -25.9215 -27.2563 -9.3057
49 H -24.6824 -28.1947 -11.9516
50 H -26.1238 -28.8496 -11.3323
51 H -22.3240 -28.5290 -8.7917
52 H -23.9646 -28.4979 -8.0902
53 C -17.9926 -35.0341 -12.3690
54 C -17.3843 -33.6560 -12.0781
55 C -16.6681 -33.8867 -10.6741
56 S -15.7865 -35.5245 -10.8129
57 O -15.7943 -36.2022 -9.5312
58 O -14.6232 -35.4113 -11.7110
59 C -17.0459 -36.2346 -11.9493
60 H -18.3717 -35.0731 -13.3902
61 H -18.8578 -35.1544 -11.7169
62 H -18.1619 -32.8993 -11.9739
63 H -16.8380 -33.3009 -12.9519
64 H -17.3691 -34.0170 -9.8497
65 H -16.0898 -33.0443 -10.2945
66 H -17.5602 -36.8962 -11.2523
67 H -16.5273 -36.8461 -12.6878
68 C -14.7081 -27.0243 -2.1698
69 C -15.4556 -27.7648 -3.2164
70 C -16.7314 -26.9593 -3.5975
71 S -17.2436 -25.8836 -2.1675
72 O -18.3790 -26.4450 -1.4814
73 O -17.2413 -24.4865 -2.5063
74 C -15.7288 -26.4234 -1.1770
75 H -14.2424 -26.1713 -2.6634
76 H -13.9712 -27.6213 -1.6326
77 H -15.8443 -28.7356 -2.9086
78 H -14.7336 -27.9499 -4.0118
79 H -17.5857 -27.5437 -3.9394
80 H -16.4391 -26.2997 -4.4146
81 H -16.0601 -27.3340 -0.6777
82 H -15.4859 -25.6107 -0.4925
83 C -21.6362 -27.3682 -3.6726
84 C -21.9202 -25.9554 -3.0893
85 C -20.6861 -25.1325 -3.5989
86 S -20.4953 -25.6854 -5.4174
87 O -19.1023 -25.9446 -5.8056
88 O -21.2954 -24.8211 -6.2866
89 C -21.4569 -27.2392 -5.1757
90 H -22.4945 -27.9917 -3.4224
91 H -20.7818 -27.8702 -3.2188
92 H -21.9355 -25.9617 -1.9994
93 H -22.8668 -25.5170 -3.4054
94 H -19.7853 -25.4037 -3.0482
95 H -20.6598 -24.0434 -3.6353
96 H -20.9846 -28.0325 -5.7552
97 H -22.4565 -27.0758 -5.5784
98 C -17.3550 -27.1120 -9.3403
99 C -17.1661 -25.6027 -9.1663
100 C -17.8836 -24.9496 -10.3825
101 S -19.2654 -26.1144 -10.8303
102 O -19.0502 -26.6534 -12.1608
103 O -20.5510 -25.5483 -10.4099
104 C -18.8083 -27.3880 -9.5692
105 H -17.0403 -27.7499 -8.5144
106 H -16.7342 -27.3658 -10.1995
107 H -16.1098 -25.3556 -9.0608
108 H -17.7102 -25.3192 -8.2654
109 H -17.1998 -24.7774 -11.2137
110 H -18.4031 -24.0001 -10.2532
111 H -19.0470 -28.3754 -9.9645
112 H -19.3897 -27.1757 -8.6721
113 C -21.4600 -29.6586 -13.9292
114 C -20.0042 -29.7739 -14.3027
115 C -19.5785 -31.2129 -13.9301
116 S -21.0118 -32.4441 -13.8819
117 O -21.1895 -32.9683 -12.5547
118 O -20.9911 -33.3129 -15.0722
119 C -22.1757 -30.9910 -14.1704
120 H -21.8866 -28.7801 -14.4134
121 H -21.5183 -29.3527 -12.8847
122 H -19.3636 -29.0607 -13.7841
123 H -19.8601 -29.5590 -15.3615
124 H -19.2330 -31.2311 -12.8965
125 H -18.8244 -31.7349 -14.5191
126 H -22.9880 -31.0997 -13.4517
127 H -22.4956 -31.0123 -15.2121
128 C -19.7848 -35.2090 -1.9051
129 C -18.5166 -34.3324 -2.2281
130 O -17.6712 -35.1038 -3.0563
131 P -16.2722 -34.4626 -3.7128
132 O -15.9579 -33.0392 -3.3232
133 O -16.4729 -34.7714 -5.2610
134 C -16.9849 -33.7616 -6.1562
135 C -18.2952 -34.3092 -7.0313
136 O -15.1358 -35.5560 -3.2815
137 C -13.7554 -35.2734 -3.1818
138 C -13.4616 -34.8875 -1.7588
139 H -19.5375 -35.9187 -1.1156
140 H -20.5620 -34.6371 -1.3981
141 H -20.0927 -35.7777 -2.7826
142 H -18.7378 -33.4291 -2.7967
143 H -17.9765 -33.9530 -1.3607
144 H -17.2815 -32.7867 -5.7692
145 H -16.1384 -33.5048 -6.7931
146 H -18.0638 -35.1700 -7.6586
147 H -19.1792 -34.7009 -6.5280
148 H -18.6571 -33.4661 -7.6198
149 H -13.1930 -36.1979 -3.3124
150 H -13.4017 -34.5307 -3.8969
151 H -13.7578 -33.9067 -1.3868
152 H -13.9502 -35.6187 -1.1148
153 H -12.4015 -34.9174 -1.5069
154 C -13.8189 -30.8524 0.0373
155 C -14.8436 -31.3547 -1.0898
156 O -16.0423 -30.5736 -1.1042
157 P -17.1758 -30.9222 -0.0136
158 O -16.8490 -31.9663 1.0002
159 O -18.4632 -31.2626 -0.9503
160 C -18.9614 -30.5192 -2.0613
161 C -20.4541 -30.8678 -2.0585
162 O -17.4834 -29.4587 0.5938
163 C -16.8471 -29.0260 1.8018
164 C -17.4086 -29.7431 2.9839
165 H -13.1563 -30.1206 -0.4246
166 H -14.1868 -30.2910 0.8962
167 H -13.2734 -31.7186 0.4118
168 H -14.4108 -31.4965 -2.0801
169 H -15.1276 -32.3748 -0.8315
170 H -18.8147 -29.4472 -1.9295
171 H -18.5693 -30.7743 -3.0458
172 H -21.0716 -30.6447 -2.9286
173 H -20.5739 -31.9511 -2.0401
174 H -20.7983 -30.3164 -1.1836
175 H -15.7592 -28.9668 1.7689
176 H -16.9971 -27.9506 1.8966
177 H -18.3913 -29.3724 3.2754
178 H -17.4200 -30.8330 2.9906
179 H -16.8728 -29.6047 3.9229
180 C -26.0242 -26.8164 -1.9098
181 C -25.9052 -28.3055 -1.7996
182 O -24.8341 -28.5718 -2.6603
183 P -25.2262 -29.5518 -3.8744
184 O -26.4672 -30.4231 -3.7425
185 O -25.0804 -28.5164 -5.1592
186 C -26.1918 -27.8458 -5.6919
187 C -25.7819 -26.4224 -5.9321
188 O -23.9051 -30.4434 -3.9929
189 C -23.2469 -30.7097 -5.2271
190 C -24.1758 -31.7546 -6.0037
191 H -26.6370 -26.3156 -1.1602
192 H -25.0213 -26.4131 -1.7699
193 H -26.4218 -26.5936 -2.8999
194 H -25.7009 -28.5727 -0.7628
195 H -26.8586 -28.7155 -2.1330
196 H -26.6222 -28.3622 -6.5499
197 H -27.0044 -27.9229 -4.9695
198 H -25.1827 -26.1489 -6.8006
199 H -26.6754 -25.7983 -5.9460
200 H -25.1927 -26.0666 -5.0868
201 H -23.0391 -29.7664 -5.7322
202 H -22.3127 -31.2308 -5.0178
203 H -23.5567 -32.0737 -6.8421
204 H -24.4056 -32.5920 -5.3449
205 H -25.0598 -31.2646 -6.4118

The calculation puts the energy at -223843.7208 eV. The charge is 0.

Results of the Mulliken charge analysis, in e, for atoms 1 through 5: 1.305, 0.046, -0.207, -0.153, 0.472



Which formula does entry 1 have? C52H110F12N6O20



Number 2 is which compound? C52H111N2O30P3S7